107
Properties=species:S:1:pos:R:3:forces:R:3 method="wB97M-V/def2-TZVPD" largest_force_ha_per_bohr=0.0412 charge=+1 lumo_energy_ev=-3.3
Ti 0.2371 -0.2106 0.0192 0.7 2.0 0.1
C -0.0374 0.1963 4.0231 0.2 0.4 0.1
N 0.5794 1.0589 2.9697 -0.3 -0.5 -0.2
P 1.8704 0.4073 2.0198 -0.3 0.7 0.6
C 3.0527 1.8083 2.0691 0.3 -0.3 0.0
C 2.8795 2.8740 2.9414 0.1 0.0 0.1
C 3.8513 3.8632 3.0243 0.0 0.0 0.0
C 4.9940 3.7937 2.2388 0.0 0.0 0.0
C 5.1689 2.7260 1.3662 -0.1 0.0 0.0
C 4.2020 1.7347 1.2871 0.0 0.1 0.0
C 2.8475 -0.7646 2.9963 0.0 -0.1 -0.3
C 3.4589 -1.8077 2.3043 0.0 -0.1 0.0
C 4.3942 -2.6142 2.9443 -0.1 0.0 0.0
C 4.7048 -2.3846 4.2747 0.0 0.1 0.0
C 4.0968 -1.3388 4.9641 0.0 0.0 0.0
C 3.1829 -0.5177 4.3257 0.1 0.0 0.0
P -0.5386 1.6915 1.7468 1.0 0.4 0.5
C -1.9836 1.9137 2.8104 -0.2 -0.2 -0.2
C -1.8921 2.7578 3.9219 -0.1 0.0 0.0
C -2.9525 2.8402 4.8071 0.0 0.0 0.0
C -4.0936 2.0675 4.6076 0.0 0.0 0.0
C -4.1693 1.2025 3.5287 0.0 0.0 0.0
C -3.1117 1.1207 2.6293 0.0 0.1 0.0
C 0.0541 3.3654 1.3196 -0.4 0.2 -0.1
C 1.2143 3.4797 0.5531 -0.2 0.0 -0.2
C 1.7176 4.7176 0.1941 0.0 0.1 -0.1
C 1.0245 5.8702 0.5342 0.0 0.0 0.0
C -0.1850 5.7734 1.2092 0.0 0.0 0.0
C -0.6682 4.5326 1.5987 0.1 -0.1 0.0
H -0.4139 0.8230 4.8293 0.1 0.0 0.0
H 0.7113 -0.4726 4.4297 0.1 0.0 0.0
H -0.8628 -0.4101 3.6665 -0.1 0.0 -0.1
H 1.9788 2.9388 3.5391 0.1 0.0 0.0
H 3.7104 4.6954 3.7030 0.0 0.0 0.0
H 5.7502 4.5651 2.3111 0.0 0.0 0.0
H 6.0607 2.6658 0.7521 0.0 0.0 0.0
H 4.3318 0.8962 0.6184 0.0 0.0 0.1
H 3.2164 -1.9797 1.2601 0.1 0.0 0.0
H 4.8796 -3.4158 2.4018 0.0 0.0 0.0
H 5.4341 -3.0083 4.7765 0.0 0.0 0.0
H 4.3437 -1.1583 6.0024 0.0 0.0 0.0
H 2.7476 0.3223 4.8550 0.0 0.0 0.0
H -0.9899 3.3277 4.1039 0.0 0.0 0.0
H -2.8869 3.5013 5.6620 0.0 0.0 0.0
H -4.9173 2.1329 5.3081 0.0 0.0 0.0
H -5.0442 0.5774 3.3938 0.0 0.0 0.0
H -3.1433 0.4266 1.7975 0.0 0.0 0.1
H 1.7239 2.5953 0.1948 0.0 0.0 0.0
H 2.6323 4.7757 -0.3841 0.0 0.0 0.0
H 1.4116 6.8413 0.2488 0.0 0.0 0.0
H -0.7626 6.6639 1.4229 0.0 0.0 0.0
H -1.6225 4.4817 2.1007 0.0 0.0 0.1
C -2.1527 -0.4882 -3.6884 0.2 0.0 0.0
N -0.8234 0.0982 -3.8502 -0.3 -0.1 -0.2
C -0.0252 -0.0552 -4.9673 -0.2 -0.1 0.2
C 1.0456 0.7486 -4.7906 0.0 0.1 0.1
N 0.9032 1.3879 -3.5787 0.2 0.3 -0.2
B 1.7690 2.6042 -3.0899 0.0 0.0 0.0
N 3.1920 2.0906 -2.6562 -0.1 0.0 0.0
C 4.3563 2.7251 -3.0477 -0.3 0.0 0.0
C 5.4015 2.0167 -2.5847 0.1 -0.2 0.2
N 4.8751 0.9376 -1.8977 0.2 -0.2 0.0
C 5.6832 -0.1454 -1.3418 -0.1 0.2 -0.1
C 3.5186 1.0076 -1.9371 0.0 0.3 0.0
S 2.5321 -0.2082 -1.2024 0.4 -0.1 -0.3
C -0.2304 0.9710 -3.0181 0.1 -0.3 0.1
S -0.7787 1.4427 -1.4295 0.0 -0.1 0.3
H -2.1522 -1.4828 -4.1272 0.0 0.0 0.0
H -2.8955 0.1267 -4.1914 0.0 0.1 0.0
H -2.3957 -0.5618 -2.6356 0.0 0.0 0.1
H -0.2928 -0.7225 -5.7691 0.0 0.1 0.0
H 1.8924 0.9298 -5.4311 -0.1 0.0 0.1
H 1.2140 3.1218 -2.1664 0.0 0.0 -0.1
H 1.9290 3.3450 -4.0351 0.1 -0.1 0.1
H 4.3311 3.6272 -3.6348 0.0 -0.1 0.0
H 6.4637 2.1705 -2.6826 -0.1 -0.1 0.0
H 5.0317 -0.9690 -1.0696 0.0 0.0 0.0
H 6.2248 0.1946 -0.4602 0.0 0.0 0.0
H 6.3934 -0.4840 -2.0927 0.0 0.0 0.0
O 0.4568 -2.9263 2.7562 0.0 0.1 -0.2
As -1.0442 -2.5494 1.9611 -0.3 0.0 0.9
O -2.2008 -2.5498 3.0944 0.1 0.1 -0.4
O -0.8490 -0.9677 1.2206 -0.5 -1.1 0.7
C -1.4104 -3.7945 0.5539 0.2 0.1 -0.5
C -2.4231 -4.6985 0.8327 0.1 0.0 0.0
C -2.8399 -5.5841 -0.1537 0.0 -0.1 -0.1
C -2.2602 -5.5661 -1.4135 -0.1 -0.1 0.0
C -1.2341 -4.6780 -1.7036 0.1 0.1 0.1
C -0.8125 -3.8012 -0.7159 -0.2 -0.1 0.4
S 0.4459 -2.6511 -1.1286 -0.2 -0.1 -0.2
O 1.2034 -3.1513 -2.2157 0.0 -0.1 -0.1
O 1.1687 -2.2935 0.1239 -0.1 0.0 -0.3
O -0.3117 -1.3689 -1.4215 -0.1 -1.1 -0.9
H 1.1999 -2.9700 2.1375 0.0 0.0 0.0
H -2.8709 -4.6953 1.8177 -0.1 0.0 0.0
H -3.6290 -6.2918 0.0657 0.0 0.0 0.0
H -2.6040 -6.2538 -2.1747 0.0 0.0 0.0
H -0.7475 -4.6668 -2.6704 0.0 0.0 0.0
C -4.9798 0.6925 -0.2982 0.0 0.0 0.0
S -3.7619 -0.6351 -0.2867 -0.2 -0.2 -0.2
C -4.6494 -1.8773 0.6977 0.0 0.1 0.0
H -5.1741 1.0496 0.7138 0.0 0.0 -0.1
H -5.9057 0.3515 -0.7587 0.0 0.1 0.0
H -4.5608 1.5084 -0.8876 0.0 0.0 0.0
H -5.7110 -1.6344 0.7032 0.0 0.0 0.0
H -4.2625 -1.9157 1.7159 0.0 0.0 0.0
H -4.5179 -2.8510 0.2288 0.0 0.0 0.0


23
Properties=species:S:1:pos:R:3:forces:R:3 method="wB97M-V/def2-TZVPD" largest_force_ha_per_bohr=0.0152 charge=+1 lumo_energy_ev=-3.6
C -1.5302 -2.9911 -1.3077 -0.3 -0.1 -0.4
C -0.4735 -2.2103 -2.0097 -0.1 0.2 -0.3
O 0.6245 -2.5932 -2.2430 0.6 -0.1 0.1
O -0.8849 -0.9495 -2.4273 -0.4 0.0 0.6
C -0.1936 0.1449 -1.8760 0.2 0.1 -0.3
C -0.7629 0.5432 -0.4969 -0.2 0.3 -0.2
N 0.2452 0.7854 0.5405 0.2 -0.1 0.1
N 0.2206 1.9073 1.3196 -0.1 0.0 0.2
C 1.2205 1.8164 2.2128 0.3 -0.2 0.1
N 1.4824 2.7341 3.1643 -0.5 0.2 -0.2
N 1.9032 0.6888 2.0079 0.2 0.2 -0.1
C 1.2989 0.0900 0.9950 0.0 0.1 0.2
Cl 1.7554 -1.4026 0.4025 -0.1 -0.1 -0.1
H -2.5075 -2.5469 -1.4485 -0.1 0.1 0.1
H -1.5281 -3.9976 -1.7132 0.0 -0.2 0.1
H -1.2968 -3.0562 -0.2483 0.1 0.0 0.1
H -0.3657 0.9661 -2.5619 0.1 0.1 -0.1
H 0.8794 -0.0311 -1.8350 0.1 -0.1 0.0
H -1.5087 -0.1628 -0.1455 0.1 -0.3 0.1
H -1.2746 1.4933 -0.6171 -0.1 0.1 0.1
H -0.4656 2.6372 1.2020 0.0 0.0 -0.1
H 0.7490 3.0575 3.7687 0.0 0.2 -0.1
H 2.4130 3.0770 3.3167 0.2 -0.4 0.2


60
Properties=species:S:1:pos:R:3:forces:R:3 method="wB97M-V/def2-TZVPD" largest_force_ha_per_bohr=0.0261 charge=+1 lumo_energy_ev=-4.2
C 2.5788 3.0536 -0.0623 0.1 0.1 0.2
C 3.3545 2.6888 1.1988 -0.1 -0.3 -0.2
C 3.8501 1.2450 1.1516 0.2 0.2 0.3
C 4.5170 0.7869 2.4488 -0.1 0.0 0.0
C 3.5822 0.6439 3.6537 0.1 -0.2 -0.1
C 2.4472 -0.3698 3.4465 -0.1 0.3 0.0
C 1.1152 0.2939 3.0959 -0.1 -0.4 0.2
C 0.0008 -0.7031 2.7764 0.2 0.2 -0.2
C 0.2469 -1.4848 1.4859 -0.4 0.0 0.3
C -1.0054 -2.2201 1.0135 0.4 0.0 -0.3
C -0.7282 -3.0602 -0.2316 -0.3 -0.1 0.2
C -1.9662 -3.7581 -0.7981 0.0 0.1 0.0
C -3.0921 -2.8227 -1.2454 0.3 -0.1 -0.1
C -2.6367 -1.8074 -2.2943 -0.4 0.0 0.3
C -3.8027 -0.9597 -2.7940 0.4 0.0 -0.2
H -4.2950 -0.4757 -1.9476 -0.1 0.0 0.0
H -4.5371 -1.6019 -3.2804 -0.1 0.0 0.0
C -3.3710 0.1060 -3.8139 -0.9 -1.0 -0.1
N -2.5000 1.0831 -3.1865 0.4 0.4 0.1
C -3.0375 2.0893 -2.4871 -0.1 0.5 0.4
C -2.2462 2.9895 -1.8053 0.1 -0.1 -0.1
C -0.8647 2.8419 -1.8401 -0.2 -0.2 -0.2
C -0.3261 1.7893 -2.5677 -0.2 0.0 0.0
C -1.1727 0.9245 -3.2323 0.6 0.1 0.0
H -0.7916 0.1006 -3.8174 -0.1 0.0 0.0
H 0.7406 1.6396 -2.6211 0.1 -0.1 0.0
H -0.2223 3.5311 -1.3145 0.1 0.1 0.0
H -2.7061 3.7945 -1.2551 -0.1 0.0 0.0
H -4.1149 2.1665 -2.4830 0.0 -0.1 -0.1
H -4.2503 0.6176 -4.2094 0.2 0.1 0.0
H -2.8386 -0.3692 -4.6394 0.0 0.2 0.0
H -2.1838 -2.3416 -3.1323 0.1 0.0 -0.1
H -1.8768 -1.1627 -1.8468 0.1 0.0 0.0
H -3.8967 -3.4302 -1.6634 -0.1 0.0 0.0
H -3.4982 -2.2937 -0.3821 -0.1 0.0 0.0
H -2.3677 -4.4315 -0.0394 0.0 -0.1 0.0
H -1.6582 -4.3693 -1.6494 -0.1 -0.1 0.0
H -0.2688 -2.4329 -1.0001 0.1 0.0 0.0
H 0.0027 -3.8292 0.0251 0.1 0.0 -0.1
H -1.7866 -1.4842 0.8076 -0.1 0.0 0.1
H -1.3678 -2.8695 1.8119 -0.1 0.0 0.1
H 0.5726 -0.7941 0.7009 0.1 0.0 -0.1
H 1.0471 -2.2092 1.6396 0.1 0.0 -0.1
H -0.1135 -1.4024 3.6061 -0.1 0.0 0.1
H -0.9395 -0.1520 2.6803 -0.1 -0.1 0.0
H 1.2443 0.9595 2.2410 0.0 0.1 -0.1
H 0.8011 0.9079 3.9435 0.1 0.1 0.0
H 2.7350 -1.0693 2.6609 0.0 -0.1 0.0
H 2.3045 -0.9503 4.3598 0.0 -0.1 0.0
H 3.1610 1.6152 3.9174 0.0 0.1 0.1
H 4.1960 0.3258 4.4983 0.0 0.1 0.0
H 5.3086 1.4944 2.7058 0.1 0.0 0.0
H 4.9909 -0.1807 2.2666 0.1 0.0 0.0
H 3.0180 0.5778 0.9175 -0.1 -0.1 -0.1
H 4.5760 1.1531 0.3392 -0.1 0.0 -0.1
H 2.7088 2.8327 2.0662 0.0 0.1 0.1
H 4.2078 3.3599 1.3082 0.0 0.0 0.1
H 3.2047 2.9315 -0.9441 0.0 0.0 -0.1
H 1.7078 2.4046 -0.1632 -0.1 -0.1 0.0
H 2.2430 4.0878 -0.0198 -0.1 0.1 -0.1


83
Properties=species:S:1:pos:R:3:forces:R:3 method="wB97M-V/def2-TZVPD" largest_force_ha_per_bohr=0.1785 charge=+1 multiplicity=3 lumo_energy_ev="-6.5 / -6.5"
Ni 18.8545 -17.6045 -7.1472 0.1 0.2 0.0
O 13.8116 -15.7667 -4.6592 0.0 0.4 -0.7
C 14.1617 -14.8736 -5.5595 1.2 -0.5 0.2
O 15.1230 -15.1346 -6.3063 0.8 0.4 -1.1
O 13.5824 -13.7881 -5.6069 0.3 0.4 -0.9
H 13.0922 -15.1509 -4.5016 -2.3 -0.7 2.5
C 16.9157 -10.0201 -10.3057 0.7 0.6 -1.0
O 15.8998 -10.8118 -10.8446 -1.1 -0.7 0.6
H 16.9408 -9.1426 -10.9517 0.4 0.2 0.3
H 16.7450 -9.7111 -9.2744 0.1 -0.1 0.0
H 17.8423 -10.5784 -10.4395 0.4 0.3 0.5
H 15.5460 -11.2675 -10.0773 -0.4 -0.4 -0.4
C 14.7730 -8.0352 -3.1619 -0.7 -0.6 -1.2
O 13.5948 -8.7603 -2.8092 -0.1 0.3 0.6
H 15.0075 -7.3252 -2.3688 0.2 -0.4 0.0
H 15.5568 -8.7280 -3.4680 0.5 0.1 0.8
H 14.6045 -7.4942 -4.0931 -0.2 0.5 0.0
H 13.4751 -9.5569 -3.3315 0.3 0.2 -0.2
C 19.0280 -19.1801 -0.9589 -1.6 1.3 -4.3
O 18.8269 -18.6868 -2.0847 0.6 -0.1 0.4
N 20.1526 -19.5545 -0.4593 4.4 -0.6 1.8
N 18.0311 -19.5134 -0.1910 -2.6 -0.1 1.0
H 21.0287 -19.2369 -0.8489 -0.2 0.0 0.2
H 20.0716 -19.6493 0.5430 1.1 -0.2 -0.1
H 17.1710 -19.3008 -0.6760 -0.5 -0.2 1.2
H 18.2247 -19.7665 0.7675 -1.2 0.0 -0.3
C 8.9787 -9.9499 -9.4029 1.0 2.2 1.2
O 8.4356 -9.3766 -10.2570 -3.4 1.9 -4.6
N 9.7854 -9.2984 -8.5888 2.7 0.3 2.5
N 8.8675 -11.1935 -9.0870 -0.9 -5.6 0.5
H 9.7650 -8.3000 -8.4376 0.1 -0.5 -0.2
H 10.2857 -9.9787 -8.0347 0.5 1.4 0.8
H 9.4045 -11.6334 -8.3533 -0.4 0.1 -0.2
H 8.2466 -11.7865 -9.6190 0.3 0.2 0.0
C 12.1526 -16.1446 2.7048 0.2 -1.5 1.8
O 13.2705 -16.4697 2.9727 2.4 -0.5 1.7
N 11.0417 -16.2020 3.3826 -2.1 -0.8 4.9
N 11.7982 -15.8240 1.5474 0.1 2.5 -8.8
H 10.1978 -15.8317 2.9692 0.2 -0.3 1.0
H 11.1576 -16.5382 4.3279 -0.9 0.3 0.0
H 10.8393 -15.7255 1.2460 0.6 -0.1 -0.2
H 12.5508 -15.9287 0.8820 -0.5 0.3 -0.5
C 22.7074 -13.1525 -7.7377 -0.5 -1.1 1.8
O 21.9210 -13.8281 -7.1111 -1.4 -0.8 0.5
N 22.8515 -11.8452 -7.5968 0.5 2.6 -0.6
N 23.6421 -13.6905 -8.5083 1.7 -0.6 -2.0
H 22.3820 -11.2599 -6.9208 0.0 -0.5 -0.3
H 23.5829 -11.4539 -8.1731 -0.3 0.6 0.5
H 24.2551 -13.0544 -8.9979 0.1 -0.7 -0.1
H 23.7250 -14.6890 -8.6352 -0.2 0.4 0.0
C 20.2560 -16.3224 -13.0480 1.4 -3.6 3.5
O 19.7695 -16.6270 -11.9602 -0.3 -0.7 0.4
N 21.2290 -17.0021 -13.6470 1.9 -2.3 -0.3
N 19.9549 -15.2749 -13.6541 -2.5 6.8 -3.3
H 21.7026 -16.6937 -14.4840 -0.2 -0.1 0.3
H 21.6505 -17.7375 -13.0976 0.0 0.1 -0.4
H 19.2866 -14.6722 -13.1956 0.1 0.0 -0.3
H 20.5447 -14.8577 -14.3599 -0.3 -0.1 0.1
C 9.3820 -22.7268 -1.2671 2.0 -2.2 -3.1
O 10.0507 -23.3427 -2.1178 -0.7 0.7 0.9
N 9.4009 -21.4354 -1.0951 1.0 4.2 -0.3
N 8.5344 -23.2582 -0.4421 -2.7 -2.6 2.7
H 8.7153 -20.9909 -0.5015 0.3 0.2 -0.5
H 9.8786 -20.8977 -1.8042 -0.1 0.1 0.4
H 8.1300 -22.6706 0.2728 -0.1 -0.6 -0.1
H 8.2265 -24.2161 -0.5303 0.3 0.3 0.1
C 7.2269 -16.9698 -5.0257 3.6 2.8 3.9
O 7.9407 -16.4162 -4.1889 0.3 0.3 0.1
N 7.6577 -17.7023 -5.9589 4.2 -4.5 -5.2
N 5.9836 -16.8384 -5.1225 -7.9 1.1 0.4
H 7.0659 -18.2454 -6.5713 0.3 0.3 0.1
H 8.6440 -17.6919 -6.1761 -0.2 -0.3 0.3
H 5.4675 -16.1497 -4.5940 0.1 -0.5 0.1
H 5.4936 -17.4711 -5.7386 -0.4 0.7 0.3
C 13.0347 -17.0627 -12.5343 -1.1 0.9 -1.3
C 11.7352 -17.3175 -13.3770 1.6 1.2 1.2
O 11.1795 -18.4486 -12.7590 -0.5 -0.5 -0.9
H 12.7421 -16.8448 -11.5072 0.2 -0.4 0.0
H 13.5717 -16.2005 -12.9299 0.3 0.0 0.0
H 13.6310 -17.9646 -12.6725 0.3 0.1 0.5
H 12.0365 -17.4572 -14.4152 -0.2 -0.3 -0.2
H 11.0487 -16.4709 -13.3674 -0.1 -0.2 0.3
H 11.8442 -19.0887 -13.0237 -0.4 -0.9 0.4


Q: Which ΔE to the lowest compared entry with this formula, charge and spin values were calculated for the entries above? A: 1.478 0.000 0.036 12.156, in eV.